1.
Computed, not measured: a molecular structure, C3H11NO4, with wB97M-V/def2-TZVPD.

Geometry as XYZ:
```
19
Properties=species:S:1:pos:R:3:forces:R:3
H -0.826 -1.655 0.045 1.330 -0.826 -0.684
O -0.051 -2.463 -0.280 -0.902 1.049 -0.155
N -1.232 -0.425 0.459 -1.443 -0.319 0.708
H 0.272 -2.728 0.575 0.412 -0.578 0.419
H -2.030 -0.571 1.088 0.586 0.202 0.125
H -1.625 0.074 -0.339 0.626 0.145 -0.040
C -0.070 0.183 1.127 -0.139 0.935 -1.116
H 0.455 -0.564 1.712 -0.227 -0.381 0.332
C 1.017 0.601 0.085 -0.292 -0.057 0.932
O 1.644 1.606 0.276 0.082 0.236 -0.388
O 1.254 -0.225 -0.918 -0.216 -1.121 0.026
H 0.849 -1.169 -0.735 0.069 0.740 -0.168
C -0.443 1.367 1.995 0.233 -0.196 0.249
H -1.138 1.049 2.766 -0.264 -0.012 0.089
H 0.449 1.706 2.491 0.328 0.267 0.241
H -0.847 2.219 1.451 -0.071 -0.187 -0.203
O -1.268 0.135 -2.246 -0.507 0.294 -0.234
H -1.374 -0.586 -2.863 -0.198 -0.344 -0.211
H -0.347 0.372 -2.335 0.594 0.153 0.077
```
Forces are in eV/Å.

Summary:
HOMO level: -10.282 eV
Frontier orbital gap: 0.3964 Ha
Max |F|: 1.71 eV Å⁻¹

***

2.
Computed, not measured: 2 unconnected molecules or ions with the total composition C4H8O2, with wB97M-V/def2-TZVPD.

Geometry as XYZ:
```
14
Properties=species:S:1:pos:R:3:forces:R:3
O -1.824 1.558 -0.088 0.102 0.108 0.063
C -0.800 0.701 -0.248 0.104 -0.241 -0.110
C -0.732 -0.565 -0.674 -0.113 0.117 -0.021
C 0.757 -0.631 -0.391 -0.102 -0.007 0.314
O 1.639 -0.778 -1.484 0.008 -0.247 -0.158
C 0.668 0.853 0.061 0.066 0.127 0.065
H -1.477 2.404 0.219 -0.086 -0.096 -0.042
H -1.454 -1.286 -1.040 0.097 0.101 0.053
H 1.038 -1.310 0.428 -0.022 0.097 -0.156
H 1.491 -1.653 -1.863 0.086 0.146 -0.003
H 1.228 1.519 -0.603 -0.090 -0.077 0.091
H 0.929 1.051 1.107 -0.051 -0.030 -0.136
H -0.643 -1.023 2.761 -0.019 0.002 -0.040
H -0.896 -0.954 2.064 0.020 0.000 0.081
```
Forces are in eV/Å.

Summary:
HOMO level: -8.921 eV
Frontier orbital gap: 0.3568 Ha
Max |F|: 0.33 eV Å⁻¹
SMILES: OC1=C[C@@H](O)C1.[H][H]

***

3.
Computed, not measured: 2 unconnected molecules or ions with the total composition C5H10NO, with wB97M-V/def2-TZVPD.

Geometry as XYZ:
```
17
Properties=species:S:1:pos:R:3:forces:R:3
C -0.586 -0.345 -1.421 -1.261 -5.063 -0.098
C -0.862 1.322 0.368 0.052 1.010 -1.472
C -1.212 -0.088 -0.054 -2.128 0.114 0.778
C -2.266 -0.895 0.660 -0.598 -0.009 -2.152
C 3.874 -0.076 0.292 -2.326 -3.363 2.870
N 0.199 -0.316 -0.253 0.901 -1.051 1.617
O 0.522 0.953 0.082 1.235 2.088 0.121
H -0.670 -1.441 -1.835 -0.143 2.208 1.023
H -0.433 0.330 -2.150 0.404 2.625 -2.210
H -1.214 2.136 -0.336 0.476 -0.866 0.350
H -0.994 1.761 1.349 -0.029 -0.697 0.488
H -3.284 -0.687 0.327 0.060 0.704 -0.780
H -2.386 -0.596 1.665 0.751 -0.472 1.463
H -2.225 -1.929 0.349 0.531 -0.565 0.884
H 4.743 -0.690 0.141 -0.148 -0.503 0.295
H 3.860 0.814 -0.126 0.123 4.171 -2.144
H 2.936 -0.253 0.941 2.102 -0.334 -1.034
```
Forces are in eV/Å.

Summary:
HOMO level (alpha / beta): -14.887 / -12.213 eV
Frontier orbital gap (alpha / beta): 0.3783 / 0.1401 Ha
Max |F|: 5.22 eV Å⁻¹
Charge: +1

***

4.
Computed, not measured: a molecular structure, C23H14Cl3InNO3S2, with wB97M-V/def2-TZVPD.

Geometry as XYZ:
```
47
Properties=species:S:1:pos:R:3:forces:R:3
In 0.813 0.524 1.207 -0.136 -0.217 0.065
Cl -0.096 -5.595 -3.321 -0.002 -0.004 0.006
C 0.108 -4.054 -2.524 0.002 -0.020 0.040
C 0.125 -3.993 -1.143 0.004 0.003 -0.063
C 0.287 -2.766 -0.529 0.005 0.072 0.042
Cl 0.318 -2.692 1.207 -0.007 -0.026 -0.079
C 0.435 -1.549 -1.234 0.017 -0.104 -0.005
O 0.574 -0.388 -0.692 0.002 0.117 0.024
C 0.413 -1.693 -2.641 0.005 0.002 -0.030
Cl 0.606 -0.264 -3.609 -0.001 0.012 0.024
C 0.255 -2.907 -3.281 -0.008 -0.005 0.002
H 0.017 -4.886 -0.545 -0.002 -0.011 0.005
H 0.249 -2.950 -4.360 0.000 0.001 -0.004
O 1.779 4.524 0.834 -0.024 -0.059 -0.014
C 1.795 3.343 0.542 0.094 -0.208 -0.178
O 0.787 2.536 0.739 -0.058 0.351 0.082
C 2.984 2.779 -0.224 -0.085 0.076 0.131
C 3.451 3.583 -1.260 0.022 0.004 -0.065
C 4.503 3.190 -2.070 0.010 -0.077 0.057
C 5.121 1.969 -1.823 -0.054 0.080 -0.020
C 4.681 1.172 -0.782 0.039 -0.002 -0.054
C 3.613 1.553 0.034 0.002 0.031 0.025
S 3.243 0.486 1.403 0.140 -0.057 0.027
H 2.964 4.538 -1.408 0.011 0.009 -0.018
H 4.840 3.828 -2.877 0.003 0.002 -0.002
H 5.947 1.638 -2.442 0.001 -0.002 -0.003
H 5.162 0.223 -0.581 0.008 -0.001 -0.003
C -1.657 1.724 -1.026 0.029 0.024 -0.102
C -2.306 0.885 0.025 -0.046 0.000 -0.016
C -3.668 0.524 -0.139 0.017 -0.036 0.080
C -4.278 -0.242 0.802 0.015 0.018 -0.014
C -3.565 -0.642 1.955 -0.103 -0.051 0.014
C -4.174 -1.405 2.977 0.030 0.015 -0.007
C -3.449 -1.739 4.083 -0.027 -0.003 -0.018
C -2.111 -1.327 4.208 0.017 -0.011 0.028
C -1.475 -0.584 3.238 0.036 0.048 -0.058
S 0.177 -0.072 3.508 -0.067 0.011 0.015
C -2.219 -0.238 2.062 0.111 0.015 0.032
N -1.616 0.490 1.074 -0.006 0.035 0.028
H -2.412 2.301 -1.559 0.004 -0.011 -0.004
H -1.137 1.084 -1.742 0.014 0.009 -0.001
H -0.919 2.396 -0.594 0.005 -0.016 0.027
H -4.195 0.862 -1.021 0.001 0.008 -0.009
H -5.314 -0.542 0.693 -0.004 -0.009 0.003
H -5.208 -1.705 2.865 -0.011 -0.002 -0.004
H -3.898 -2.324 4.876 0.000 -0.004 0.008
H -1.551 -1.595 5.094 -0.006 -0.006 0.006
```
Forces are in eV/Å.

Summary:
HOMO level: -5.093 eV
Frontier orbital gap: 0.2687 Ha
Max |F|: 0.36 eV Å⁻¹
Charge: -1